C30H30CoI2NP2 as an isolated structure at a distorted geometry, computed with ωB97M-V with the def2-TZVPD basis set.

Properties
maximum force: 1.1 eV Å⁻¹
molar mass: 779.27 g/mol
Kohn-Sham gap: 6.98 eV

Geometry as ORCA input:
```
! RIJCOSX wB97M-V def2-TZVPD def2/J DEFGRID3
* xyz 2 1
Co -1.21 -0.28 -0.99
N 0.93 -0.78 0.83
P 0.94 -0.70 -0.89
C 1.33 -2.31 -1.54
C 0.78 -2.71 -2.76
C 1.10 -3.94 -3.29
C 1.97 -4.78 -2.60
C 2.52 -4.39 -1.39
C 2.20 -3.15 -0.84
C 2.20 0.47 -1.36
C 3.02 0.17 -2.45
C 4.01 1.05 -2.83
C 4.20 2.23 -2.11
C 3.38 2.53 -1.03
C 2.38 1.67 -0.65
P -0.76 -0.81 1.05
C -1.22 0.11 2.50
C -2.57 0.39 2.69
C -2.97 1.06 3.83
C -2.02 1.45 4.78
C -0.68 1.16 4.58
C -0.27 0.50 3.44
C -1.25 -2.52 1.16
C -1.18 -3.21 2.37
C -1.47 -4.57 2.38
C -1.84 -5.22 1.21
C -1.93 -4.52 0.01
C -1.64 -3.17 -0.01
H 1.47 -0.06 1.30
H 0.10 -2.05 -3.30
H 0.68 -4.25 -4.24
H 2.23 -5.74 -3.02
H 3.20 -5.05 -0.86
H 2.62 -2.85 0.11
H 2.89 -0.76 -2.99
H 4.65 0.82 -3.67
H 4.98 2.92 -2.40
H 3.54 3.45 -0.48
H 1.72 1.94 0.16
H -3.31 0.08 1.96
H -4.02 1.28 3.99
H -2.34 1.97 5.67
H 0.05 1.46 5.32
H 0.78 0.26 3.31
H -0.90 -2.70 3.28
H -1.42 -5.12 3.31
H -2.07 -6.28 1.24
H -2.22 -5.03 -0.90
H -1.71 -2.64 -0.96
C -0.32 4.54 0.74
C -0.82 4.14 -0.66
C 0.17 4.65 -1.73
C -2.22 4.71 -0.91
C -0.87 2.68 -0.73
C -0.90 1.46 -0.77
H -0.26 5.63 0.80
H 0.66 4.13 0.94
H -1.01 4.19 1.51
H 0.25 5.73 -1.65
H -0.18 4.40 -2.73
H 1.16 4.22 -1.59
H -2.19 5.80 -0.84
H -2.93 4.34 -0.18
H -2.57 4.45 -1.91
I -3.80 -0.09 -1.71
I -5.08 -2.40 -1.52
*
```

Löwdin population analysis, charges in e, atoms 1 to 6:
1 Co -0.074
2 N -0.234
3 P 0.962
4 C -0.378
5 C -0.101
6 C -0.049